[1]
The following is a quantum chemistry calculation of 2 unconnected molecules or ions with the total composition C5H12NO, from the Open Molecules 2025 dataset.

Last column: Mulliken charge in e.
Cartesian coordinates (Å):
H: -0.0024 -0.0073 -2.8940  0.289
H: -0.7216 -1.0533 2.6356  0.345
N: -0.9142 0.5157 -1.1170  0.011
H: -1.8192 0.4719 -1.5795  0.301
H: 2.9092 -1.8815 -1.4283  0.288
H: -2.3244 1.6189 1.7017  0.311
C: -0.0216 -1.1608 1.8062  -1.025
O: 2.7962 -1.0785 -0.9294  -0.594
C: 0.0912 0.2232 -1.8441  0.038
H: 1.0548 0.2249 0.5289  0.215
H: 1.0728 0.0651 -1.4055  0.082
C: -2.1654 1.1806 0.7295  -0.826
H: 0.8982 -1.2866 2.3916  0.328
H: -0.1167 -2.0389 1.1822  0.309
H: 3.6433 -0.8749 -0.5252  0.301
C: 0.1490 0.2333 1.1338  -0.592
H: -2.9784 1.2371 0.0120  0.262
H: 0.3504 0.8528 2.0047  0.315
C: -0.9830 0.7235 0.3034  0.643

The charge is +1. The value obtained for the HOMO energy is -14.166 eV. Its orbital gap is 9.2 eV.


[2]
The following is a quantum chemistry calculation of a molecular structure, C36H39ClP2Ru, from the Open Molecules 2025 dataset.

Last column: Mulliken charge in e.
Cartesian coordinates (Å):
H: -0.8275 -2.2004 -2.8073  0.424
C: 0.3347 1.0094 -3.2086  -0.445
H: 1.3855 0.7405 -3.3616  0.713
H: -5.5811 -0.0762 -7.4753  0.375
H: -4.2668 -1.7388 -3.6979  0.304
H: 1.7138 2.6452 -4.7044  0.367
C: -3.8437 -2.5136 -0.3492  -0.714
H: 1.7790 6.9074 -5.5043  0.389
H: 2.7628 0.3356 4.2860  0.496
C: 3.1852 -1.4468 3.0267  -0.848
C: 1.9162 4.7619 -5.1601  -0.617
C: 0.3928 6.2238 -3.9770  -0.544
H: 2.9217 -2.8866 6.9932  0.411
C: 1.4240 3.6644 -4.4412  0.044
H: -0.0498 -3.7040 4.8296  0.610
H: -0.0354 -2.6236 2.6792  0.625
C: 2.1598 -3.7946 5.1614  -1.066
C: -1.9696 -3.5224 -1.5169  -0.733
H: -1.3363 -4.3885 -1.7328  0.431
H: 2.7572 -4.3211 4.4093  0.270
H: -3.2882 -4.5967 -0.1801  0.439
P: -2.3057 0.4027 -2.7390  0.204
C: 2.1539 -2.4010 2.4055  -1.074
H: -2.7762 2.0989 -4.9959  0.400
Ru: 0.7005 -1.1909 4.9559  0.338
H: -0.8240 5.2625 -2.4555  0.393
H: -0.0772 7.2015 -3.8513  0.391
C: 1.4108 6.0460 -4.9285  -0.466
P: -0.0309 2.4876 -2.2555  0.354
H: 4.1359 -1.9801 3.2086  0.506
C: 2.4390 2.9731 -0.8536  -0.471
C: -5.0287 -1.0173 -5.5947  -0.554
H: -4.1429 -0.3919 -0.7138  0.412
C: -4.2350 -0.9411 -4.4403  -0.355
H: -0.2681 -0.4157 7.4326  0.449
C: 2.9373 1.7619 1.1982  -0.640
H: 1.8486 -4.5677 5.8841  0.420
C: 1.8060 0.9565 1.0124  -0.186
C: -1.3099 -1.0836 4.9913  -1.099
C: 3.2607 2.7483 0.2590  -0.801
C: 0.9056 -2.6075 3.2494  -0.303
C: -0.7188 0.2371 -3.5987  -0.809
H: -4.6851 -2.5877 0.3402  0.469
H: 3.5596 1.6151 2.0853  0.325
C: 0.5369 3.8662 -3.3820  0.331
C: -0.0379 5.1452 -3.2007  -0.520
C: -3.3791 1.2091 -5.1765  -0.350
C: 2.7323 -0.7634 4.3101  -0.060
C: -4.9761 -0.0007 -6.5577  -0.481
H: 4.1548 3.3548 0.3990  0.393
H: 1.8193 -2.0335 1.4177  0.405
H: -5.6784 -1.8817 -5.7454  0.385
H: 3.4555 -0.6524 2.3111  0.176
H: 1.4185 -1.0048 7.6409  0.391
H: 1.5500 0.1654 1.7172  0.521
H: -1.7765 -2.0804 4.9239  0.287
C: -3.0517 -3.6315 -0.6428  -0.471
H: -4.0787 1.8980 -7.0917  0.386
H: 0.0732 0.5589 -0.1966  0.319
H: 2.6991 3.7196 -1.6049  0.405
C: 0.9615 1.1833 -0.0701  -0.734
C: -1.6834 -2.3054 -2.1394  -0.080
C: -2.5239 -1.2125 -1.8974  0.361
Cl: 1.2359 1.1406 6.6001  -0.056
C: -3.3877 0.1570 -4.2396  0.465
H: -0.6919 -0.4183 -4.4756  0.732
H: 3.0991 -0.6748 6.4218  1.062
H: 4.1422 -3.1152 5.7723  0.421
C: 2.8640 -1.3480 5.5888  -0.754
H: -1.7100 -0.4697 4.1624  0.302
C: 0.8967 -3.2489 4.5166  -0.072
C: -3.5640 -1.2912 -0.9504  -0.311
H: -1.6650 -0.6077 5.9212  0.369
C: -4.1423 1.1083 -6.3439  -0.597
C: 1.2648 2.2148 -0.9826  0.696
H: 2.6712 -3.3571 2.1939  0.425
C: 0.7076 -0.5188 6.9573  -0.584
H: 2.6865 4.6113 -5.9266  0.400
C: 3.0875 -2.7982 5.9049  -0.998

Its expectation value of S² is 6.039. The charge is +2. As for the spin multiplicity: 5. The value obtained for the HOMO energy (alpha / beta) is -13.108 / -13.245 eV. Its orbital gap (alpha / beta) is 7.5 / 5.2 eV.


[3]
The following is a quantum chemistry calculation of 2 unconnected molecules or ions with the total composition C29H39N4, from the Open Molecules 2025 dataset.

Last column: Mulliken charge in e.
Cartesian coordinates (Å):
H: -0.2317 8.2249 -0.1540  0.309
C: 0.0378 7.3671 0.4755  -0.958
C: 1.9006 -1.6838 -1.1487  0.445
H: 3.0940 -4.6138 -2.4400  0.174
C: -0.3272 0.8355 0.6477  0.642
N: 5.2531 -3.2306 -3.2103  0.068
C: 5.2547 -4.5006 -3.9069  -0.916
H: -2.9381 1.2415 1.2872  0.671
H: -3.3115 -4.5389 4.0318  0.343
H: -4.0185 -0.9879 5.1932  0.333
H: -2.2034 4.7455 2.3391  0.407
C: -2.8532 -1.6805 3.0135  0.029
C: -0.4590 2.2953 0.6629  0.634
C: 4.1904 -2.7510 -2.4934  1.671
C: -0.6920 -1.2155 2.0608  -0.610
C: -1.5378 4.2932 1.5924  -0.376
H: -2.9528 -1.5992 -2.2782  0.382
H: -2.4209 -1.6600 -0.5874  0.223
C: -1.5440 -2.0965 2.6962  -0.348
N: -1.1012 6.4755 0.5930  0.081
C: -3.3147 -0.4147 2.5759  -0.708
H: -2.1291 7.2447 2.2874  0.397
C: 6.4797 -2.4853 -3.3879  -1.145
C: -0.9328 5.1043 0.5979  0.736
C: -4.2097 -2.0588 5.0466  -0.995
C: -1.1694 -0.0043 1.5130  0.336
H: 0.9019 6.8549 0.0343  0.327
H: -1.4801 2.4248 2.5922  0.725
C: -2.1937 -1.2392 -1.5651  -0.886
N: -3.7205 -2.4775 3.7483  0.193
H: -3.7044 -2.6204 5.8502  0.299
H: 0.6457 2.6415 -1.1996  0.315
H: -2.2485 -0.1489 -1.4993  0.308
H: 6.7453 -1.9531 -2.4734  0.391
H: -4.9924 -4.1198 3.5843  0.343
H: 6.4088 -1.7644 -4.2136  0.332
C: 3.0399 -0.8912 -1.3918  -0.888
H: 0.3590 -1.4892 1.9559  0.711
H: -1.1793 -3.0761 3.0207  0.473
C: 0.6373 0.2449 -0.1913  -0.817
H: -0.3334 0.0930 -3.0450  0.262
C: 0.6715 -1.1104 -0.5730  0.142
H: -1.0724 -1.1816 -4.0599  0.364
H: 6.1849 -5.0330 -3.6634  0.324
C: -3.9340 -3.8724 3.4133  -1.060
H: 3.0691 0.1553 -1.0746  0.345
C: -2.5155 0.3577 1.7564  -0.858
H: 4.4124 -5.1287 -3.6273  0.287
H: -4.3285 -0.0968 2.8111  0.503
N: -0.8291 -1.6273 -1.9713  -0.286
H: 1.4569 0.9129 -0.4921  0.272
H: 0.5934 -1.3691 -3.4762  0.309
C: -0.0664 4.4834 -0.3524  -1.032
C: -2.2703 7.0831 1.2057  -1.203
H: 0.0421 -1.8133 -0.0313  0.242
H: 0.4401 5.0869 -1.1101  0.414
H: -0.7281 -2.6451 -2.0094  0.358
H: 7.2654 -3.2075 -3.6248  0.331
H: -3.1644 6.4700 1.0527  0.391
H: -2.4424 8.0580 0.7346  0.330
C: 1.9662 -3.0558 -1.4962  -0.824
H: 5.2376 -4.3440 -4.9918  0.324
C: 4.1564 -1.4049 -2.0449  -0.688
C: 3.0705 -3.5665 -2.1615  -1.055
C: -1.1719 2.9619 1.6974  -0.810
H: 0.3295 7.7627 1.4629  0.302
C: -0.3900 -0.9884 -3.2199  -0.854
H: 1.1563 -3.7438 -1.2466  0.426
C: 0.1014 3.1052 -0.3656  -0.862
H: 5.0008 -0.7428 -2.2299  0.363
H: -3.6996 -4.0396 2.3527  0.292
H: -5.2906 -2.2514 5.1211  0.302

The charge is +1. The value obtained for the HOMO energy is -9.737 eV. Its orbital gap is 6.2 eV.


[4]
The following is a quantum chemistry calculation of a single C3H4O2 molecule, from the Open Molecules 2025 dataset.

Last column: Mulliken charge in e.
Cartesian coordinates (Å):
C: 0.3713 -0.4907 0.0803  -0.264
O: -2.2227 -0.0807 0.1138  -0.402
C: 0.9936 0.9420 0.2599  -0.419
O: -0.3805 1.4095 -0.0512  -0.229
C: -0.9614 0.2015 -0.1774  0.378
H: -2.7226 0.7379 0.2491  0.348
H: 1.7074 1.3025 -0.4708  0.127
H: 0.3424 -1.1361 0.9563  0.233
H: 0.8029 -1.0429 -0.7522  0.229

The charge is 0. The value obtained for the HOMO energy (alpha / beta) is -7.027 / -7.584 eV. Its orbital gap (alpha / beta) is 7.3 / 8.0 eV.


How do the records compare in calculated total energy? In the order shown, they have -327.40928 -2632.19664 -1347.17115 -267.02946 hartree.
How do the records compare in energy relative to the best compared isomer or geometry (same formula, charge and spin)? In the order shown, they have 31.6 0.0 0.0 102.5 kcal/mol.
How do the records compare in maximum force? In the order shown, they have 1.52 2.26 1.58 3.80 eV Å⁻¹.